ORCA calculation (wB97M-V/def2-TZVPD) on a molecular structure, C22H32F4NO5PReS at a distorted geometry.

**HOMO (spin up / spin down)**: -0.4969 / -0.4933 hartree
**E_LUMO (spin up / spin down)**: -8.5 / -8.6 eV
**Molecular weight**: 715.7 g/mol
**Kohn-Sham gap (spin up / spin down)**: 5.06 / 4.86 eV

```
! wB97M-V def2-TZVPD RIJCOSX def2/J DEFGRID3
* xyz 2 2
Re -0.7911 -1.6671 0.2518
C 1.1011 -2.4813 -2.1732
O 0.4599 -2.9256 -0.9822
C 1.1574 -3.9820 -0.3118
C 0.2182 -4.5302 0.7636
O -0.3048 -3.4872 1.5910
C 0.3872 -3.2929 2.8246
H 1.3509 -3.3317 -2.8139
H 2.0120 -1.9169 -1.9461
H 0.3918 -1.8376 -2.6878
H 2.0950 -3.5961 0.1142
H 1.3893 -4.7828 -1.0236
H 0.7339 -5.2819 1.3685
H -0.6497 -4.9788 0.2681
H 0.3980 -4.2271 3.3924
H -0.1701 -2.5456 3.3890
H 1.4127 -2.9429 2.6733
F -3.0136 4.2216 0.7537
C -2.1968 3.2837 0.2943
F -2.5833 2.9686 -0.9485
F -0.9744 3.8261 0.1877
C -2.1872 2.0640 1.1877
C -2.7521 2.0864 2.4573
C -2.7636 0.9188 3.2117
C -2.2331 -0.2443 2.6791
N -1.6732 -0.2681 1.4676
C -1.6435 0.8718 0.7256
S -0.9244 0.4848 -0.8134
H -3.1967 2.9952 2.8307
H -3.2078 0.9107 4.1929
H -2.2831 -1.1781 3.2222
F -6.6516 -3.0555 -1.1622
C -5.3728 -2.8116 -0.9124
C -4.6922 -1.8743 -1.6811
C -3.3734 -1.6001 -1.3885
C -2.7212 -2.2427 -0.3304
C -3.4162 -3.2184 0.3923
C -4.7387 -3.5046 0.1147
H -5.2005 -1.3631 -2.4815
H -2.8554 -0.8658 -1.9882
H -2.9222 -3.7656 1.1838
H -5.2886 -4.2469 0.6743
C 5.6637 1.8297 -1.2699
C 4.5366 0.9161 -0.8048
O 3.3219 1.5837 -1.0998
P 1.7888 1.2096 -0.7456
O 1.1395 2.5583 -1.2696
C 1.5320 3.1462 -2.5176
C 0.4123 4.0012 -3.0670
O 1.5935 1.2139 0.8422
C 1.8223 2.2580 1.8200
C 2.6163 3.4606 1.3596
H 6.6092 1.4781 -0.8696
H 5.4938 2.8455 -0.9198
H 5.7144 1.8456 -2.3550
H 4.6018 0.7154 0.2705
H 4.5787 -0.0346 -1.3466
H 1.7964 2.3535 -3.2248
H 2.4306 3.7468 -2.3434
H -0.4949 3.4141 -3.1842
H 0.7122 4.3862 -4.0380
H 0.2095 4.8401 -2.4076
H 2.3356 1.7555 2.6465
H 0.8316 2.5822 2.1548
H 3.6178 3.1887 1.0336
H 2.7174 4.1380 2.2073
H 2.0930 3.9831 0.5614
*
```